# 1
{
  "formula": "C26H43Cl2LaN2PS",
  "method": "ωB97M-V with the def2-TZVPD basis set",
  "symbols": ["P", "C", "C", "C", "C", "C", "C", "C", "C", "C", "C", "C", "C", "C", "C", "C", "C", "C", "C", "H", "H", "H", "H", "H", "H", "H", "H", "H", "H", "H", "H", "H", "H", "H", "H", "H", "H", "H", "H", "H", "H", "H", "H", "H", "H", "H", "H", "H", "H", "H", "H", "H", "La", "Cl", "Cl", "C", "H", "C", "C", "C", "C", "C", "C", "H", "H", "H", "H", "H", "N", "C", "N", "S", "H", "H", "H", "H"],
  "xyz": [[-0.478, 1.089, -0.650], [-0.766, 0.233, -2.318], [-0.713, 1.057, -3.614], [-1.173, 0.200, -4.805], [-0.371, -1.099, -4.936], [-0.363, -1.892, -3.628], [0.097, -1.032, -2.440], [1.335, 1.627, -0.627], [1.930, 2.222, -1.904], [3.346, 2.753, -1.618], [4.261, 1.672, -1.032], [3.638, 1.001, 0.195], [2.218, 0.489, -0.084], [-1.314, 2.725, -0.961], [-2.822, 2.519, -1.207], [-3.564, 3.847, -1.414], [-3.318, 4.832, -0.268], [-1.822, 5.043, -0.027], [-1.065, 3.721, 0.187], [-1.815, -0.093, -2.173], [0.312, 1.409, -3.792], [-1.347, 1.953, -3.553], [-1.105, 0.783, -5.730], [-2.233, -0.054, -4.661], [-0.788, -1.714, -5.741], [0.663, -0.860, -5.220], [-1.379, -2.256, -3.415], [0.287, -2.769, -3.719], [0.041, -1.630, -1.518], [1.150, -0.743, -2.590], [1.326, 2.429, 0.133], [3.269, 3.581, -0.900], [1.304, 3.037, -2.297], [1.987, 1.451, -2.688], [3.782, 3.161, -2.538], [5.228, 2.110, -0.761], [4.459, 0.911, -1.799], [4.271, 0.175, 0.539], [3.583, 1.732, 1.014], [1.790, 0.082, 0.846], [2.253, -0.329, -0.820], [-0.840, 3.123, -1.877], [-3.002, 1.870, -2.076], [-3.247, 2.002, -0.333], [-3.230, 4.305, -2.357], [-4.636, 3.647, -1.518], [-3.778, 4.438, 0.649], [-3.805, 5.789, -0.485], [-1.667, 5.692, 0.841], [-1.392, 5.560, -0.897], [0.006, 3.942, 0.287], [-1.383, 3.259, 1.134], [-1.026, -1.470, 2.437], [0.071, 0.747, 3.328], [-2.456, -2.530, 0.505], [0.018, -3.069, 3.729], [-0.135, -3.420, 4.753], [1.051, -3.724, 3.039], [2.017, -4.459, 3.808], [3.154, -4.941, 3.200], [3.356, -4.768, 1.815], [2.404, -4.115, 1.015], [1.229, -3.632, 1.576], [1.825, -4.533, 4.893], [3.898, -5.434, 3.820], [2.591, -3.977, -0.050], [0.420, -3.210, 0.932], [4.272, -5.159, 1.370], [-2.725, -2.853, 6.952], [-2.682, -3.401, 5.711], [-2.434, -4.732, 5.756], [-3.009, -2.517, 4.293], [-3.030, -3.446, 7.715], [-2.912, -1.860, 7.058], [-2.298, -5.262, 4.918], [-2.720, -5.238, 6.593]],
  "forces_ev_per_a": [[0.430, -0.142, -0.351], [-0.218, 0.273, 0.553], [0.083, -0.115, -0.098], [-0.021, 0.012, 0.088], [0.037, 0.051, 0.099], [-0.026, 0.115, 0.145], [-0.100, -0.086, -0.145], [-0.600, -0.155, 0.160], [0.277, 0.031, 0.039], [-0.081, -0.032, -0.020], [-0.103, -0.047, -0.020], [-0.125, -0.031, 0.012], [0.114, 0.107, 0.017], [0.245, 0.024, -0.316], [0.040, 0.150, 0.123], [0.116, -0.041, 0.021], [0.070, -0.176, 0.041], [0.062, -0.147, -0.072], [-0.223, -0.005, 0.012], [0.283, -0.084, -0.140], [-0.249, -0.094, -0.028], [0.129, -0.205, 0.022], [-0.034, -0.056, 0.055], [0.092, 0.036, -0.030], [0.060, 0.058, 0.024], [-0.074, 0.011, 0.029], [0.156, 0.012, -0.023], [-0.109, 0.049, -0.006], [0.028, 0.186, -0.152], [-0.215, -0.072, 0.026], [0.073, -0.298, -0.080], [0.005, -0.054, -0.085], [0.112, -0.189, 0.081], [0.038, 0.137, 0.203], [-0.006, 0.004, 0.095], [-0.050, -0.041, -0.075], [-0.032, 0.054, 0.040], [-0.074, 0.124, -0.015], [0.017, -0.113, -0.070], [0.079, 0.119, -0.272], [0.041, 0.144, 0.215], [-0.322, 0.127, 0.219], [0.113, 0.095, 0.229], [0.057, 0.041, -0.118], [-0.019, -0.053, 0.078], [0.062, 0.053, -0.027], [0.045, 0.025, -0.087], [0.015, -0.055, 0.043], [-0.005, -0.006, -0.075], [-0.030, -0.032, 0.070], [-0.267, -0.095, -0.021], [0.073, 0.081, -0.130], [0.644, -0.265, 0.356], [0.429, 1.354, 0.358], [-0.753, -0.428, -1.201], [-0.582, -0.582, -0.361], [0.346, 0.126, 0.150], [-0.535, 0.513, -0.031], [0.409, -0.111, -0.526], [-0.569, 0.169, 0.041], [0.618, -0.116, -0.359], [-0.112, 0.018, 0.547], [0.123, -0.029, 0.977], [0.284, -0.025, -0.653], [0.093, -0.094, -0.208], [-0.041, -0.173, 0.109], [0.648, -0.446, 0.341], [-0.237, 0.146, 0.012], [-0.406, 0.538, 0.206], [-0.017, -0.046, -0.299], [-0.582, 0.221, 0.304], [-0.461, -0.488, 1.215], [0.353, 0.227, -0.050], [-0.073, -0.510, -0.347], [-0.060, 0.145, -0.401], [0.510, 0.159, -0.463]],
  "orbital_gap_ev": 3.8,
  "total_energy_ev": -76672.9769,
  "total_charge": -1,
  "e_lumo_ev": 2.06,
  "relative_energy_kcal_mol": 0.0
}

# 2
{
  "formula": "C26H43Cl3N3NdO3Si",
  "method": "ωB97M-V with the def2-TZVPD basis set",
  "symbols": ["C", "C", "H", "H", "H", "C", "C", "H", "H", "H", "H", "Nd", "Cl", "Cl", "H", "H", "C", "C", "N", "H", "C", "O", "H", "H", "H", "H", "H", "H", "C", "C", "N", "H", "C", "O", "H", "H", "H", "H", "O", "C", "C", "C", "H", "C", "H", "C", "H", "C", "C", "H", "H", "H", "Si", "Cl", "C", "C", "C", "H", "H", "H", "H", "H", "H", "H", "H", "H", "N", "C", "C", "C", "C", "C", "C", "H", "H", "H", "H", "H", "H", "H"],
  "xyz": [[-1.616, -2.250, -4.659], [-1.409, -2.899, -3.316], [-1.890, -3.045, -5.367], [-0.668, -1.809, -5.023], [-2.399, -1.466, -4.652], [-0.832, -4.101, -3.166], [-0.227, -4.840, -4.302], [-0.809, -4.593, -2.195], [0.480, -4.214, -4.877], [-1.000, -5.213, -4.993], [0.337, -5.706, -3.950], [1.485, 1.565, 0.777], [-1.188, 2.167, 0.902], [3.584, 2.987, 0.224], [1.126, 6.458, 4.797], [-1.099, 6.773, 4.168], [1.407, 5.831, 3.952], [-0.937, 6.278, 3.207], [0.195, 5.342, 3.325], [2.010, 4.980, 4.288], [0.192, 4.152, 2.711], [1.156, 3.340, 2.664], [-1.842, 5.731, 2.909], [-0.773, 3.944, 2.222], [1.971, 6.474, 3.264], [-0.730, 7.072, 2.468], [2.277, -0.847, -2.720], [2.832, -4.200, -1.674], [3.277, -1.248, -2.433], [3.632, -3.504, -1.384], [3.146, -2.136, -1.269], [3.967, -0.429, -2.161], [2.777, -1.679, -0.069], [2.669, -0.443, 0.225], [4.047, -3.793, -0.424], [2.556, -2.489, 0.635], [3.701, -1.803, -3.282], [4.408, -3.535, -2.164], [-1.698, -0.749, -2.344], [-1.986, -2.074, -2.147], [-0.299, -3.062, -0.427], [-1.527, -2.447, -0.673], [0.385, -3.210, -1.278], [0.057, -3.551, 0.832], [-3.051, -2.461, -2.109], [-2.357, -2.109, 0.404], [0.933, -4.207, 0.949], [-0.794, -3.256, 1.909], [-1.970, -2.509, 1.682], [-3.280, -1.541, 0.207], [-0.553, -3.662, 2.896], [-2.604, -2.266, 2.540], [-0.783, 2.046, -2.779], [0.595, 0.589, -1.473], [0.468, 3.490, -2.876], [-2.317, 2.572, -1.930], [-1.152, 1.433, -4.496], [0.847, 3.914, -1.930], [-0.011, 4.310, -3.440], [1.383, 3.209, -3.435], [-0.302, 0.932, -4.987], [-1.410, 2.320, -5.133], [-2.014, 0.749, -4.457], [-2.915, 1.736, -1.519], [-2.937, 3.144, -2.646], [-1.994, 3.276, -1.147], [0.349, -0.351, 2.159], [-0.041, -0.297, 3.521], [0.690, -0.991, 4.489], [0.279, -0.889, 5.823], [-0.799, -0.064, 6.182], [-1.504, 0.642, 5.198], [-1.131, 0.513, 3.861], [-0.443, -0.167, 1.520], [0.791, -1.226, 1.869], [1.540, -1.604, 4.185], [0.810, -1.437, 6.591], [-1.095, 0.036, 7.226], [-2.333, 1.300, 5.447], [-1.643, 1.069, 3.078]],
  "forces_ev_per_a": [[0.244, -0.186, -0.279], [-0.076, -0.201, 1.302], [0.008, 0.270, -0.088], [-0.449, -0.009, 0.078], [0.563, -0.516, 0.204], [-0.353, 0.629, -0.083], [0.291, -0.418, -0.607], [-0.043, 0.210, -0.264], [-0.343, -0.196, 0.087], [0.262, 0.051, -0.024], [-0.024, -0.049, -0.057], [-0.127, 0.661, 1.203], [0.291, -0.271, -0.156], [-0.016, 0.020, -0.054], [0.041, -0.119, 0.160], [-0.046, -0.223, -0.053], [0.152, 0.204, 0.116], [0.229, -0.250, -0.234], [0.188, -0.247, -0.195], [-0.106, 0.357, -0.188], [0.215, -0.042, 0.066], [-1.052, 0.897, -0.183], [0.333, 0.201, 0.107], [0.399, -0.180, 0.159], [0.039, -0.302, 0.047], [0.005, -0.379, 0.172], [0.899, -0.278, 0.253], [0.150, 0.168, 0.052], [-0.179, 0.558, -0.016], [-0.317, -0.318, -0.335], [-0.066, 0.555, 0.410], [-0.442, -0.176, -0.266], [0.199, 1.510, -0.776], [0.041, -2.130, -0.258], [0.125, -0.285, -0.069], [0.232, 0.310, 0.275], [-0.190, 0.090, 0.448], [-0.208, -0.010, 0.480], [-0.918, -0.361, -0.014], [0.682, 0.182, 0.717], [0.515, -0.115, -0.256], [0.180, 0.053, -1.322], [-0.469, 0.009, 0.496], [-0.580, 0.375, 0.265], [-0.100, 0.958, -0.168], [0.420, -0.272, -0.103], [-0.318, 0.444, 0.078], [-0.087, -0.344, -0.331], [0.094, -0.145, 0.505], [0.463, -0.409, 0.205], [-0.237, 0.298, -0.227], [0.191, -0.074, -0.245], [0.723, -0.244, -0.030], [-1.090, 0.770, -1.755], [0.284, -0.228, -0.134], [-0.382, 0.318, 0.466], [0.178, -0.020, -0.466], [-0.407, -0.254, -0.159], [0.087, -0.252, 0.193], [-0.498, -0.018, 0.141], [-0.350, 0.078, 0.216], [0.187, -0.511, 0.589], [0.447, 0.199, 0.068], [0.477, 0.469, -0.173], [0.286, -0.319, 0.015], [-0.512, -0.368, -0.207], [0.263, 0.282, -0.925], [-0.096, 0.090, 0.077], [-0.654, 0.276, 0.176], [-0.228, 0.398, -0.203], [0.058, -0.067, -0.178], [0.519, -0.349, -0.235], [0.169, -0.089, 0.470], [0.132, -0.448, 0.501], [-0.403, 0.155, 0.338], [-0.208, 0.101, 0.175], [-0.006, 0.035, -0.026], [0.135, -0.110, -0.257], [0.123, -0.179, 0.096], [0.063, -0.220, 0.198]],
  "orbital_gap_ev": [6.5, 6.5],
  "total_energy_ev": -98998.6563,
  "total_charge": 0,
  "e_lumo_ev": [0.18, 0.20],
  "relative_energy_kcal_mol": 72.8,
  "spin_multiplicity": 4
}